ORCA calculation (wB97M-V/def2-TZVPD) on a molecular structure, C2H9N4 at a distorted geometry.

Geometry as XYZ:
```
15
Properties=species:S:1:pos:R:3:nbo_charge:R:1
C -1.01562 -0.53000 0.24620 -0.283
C 0.28900 0.06628 0.92788 0.097
N -0.81857 -0.50883 -1.16484 -0.582
N 0.50200 1.20732 0.04049 -0.310
N 1.37147 -0.83694 0.93929 -0.851
N 0.52596 0.83377 -1.21396 -0.252
H -1.34765 -1.44194 0.79734 0.279
H -1.78001 0.20125 0.51219 0.213
H 0.15736 0.41095 1.97489 0.244
H -1.47381 0.05689 -1.79658 0.428
H -0.03025 2.15165 0.36318 0.387
H 2.01082 -0.73565 0.14725 0.395
H 1.90368 -0.92256 1.79597 0.403
H -0.64559 -1.40957 -1.56494 0.430
H 0.35121 1.45737 -2.00437 0.403
```

Output
- Highest occupied orbital energy: -13.548 eV
- M: 89.1 g/mol
- Net charge: +1
- ΔE to the lowest compared entry with this formula, charge and spin: 401.4 kJ/mol
- Gap between HOMO and LUMO: 9.14 eV
- E_tot: -300.266455 hartree
- Largest force on an atom: 4.1 eV/A

=====

ORCA calculation (wB97M-V/def2-TZVPD) on 3 unconnected molecules or ions with the total composition C2H9N4 at a distorted geometry.

Geometry as XYZ:
```
15
Properties=species:S:1:pos:R:3:nbo_charge:R:1
C -3.61990 -0.09073 -0.11146 0.236
C 0.06164 -1.39531 0.13392 0.388
N -4.59776 -0.67739 -0.12167 -0.644
N 1.34709 -1.23022 0.24500 -0.741
N -0.81058 -0.51592 0.11874 -0.706
N 2.06366 1.54069 -0.26255 -1.097
H -0.38333 -2.38678 0.15143 0.213
H -5.47321 -1.15698 0.15622 0.481
H 1.60980 -0.23659 0.29417 0.431
H 1.99227 -1.90822 -0.15323 0.436
H -1.83076 -0.64858 0.03153 0.437
H -0.57824 0.59992 0.04459 0.421
H 2.03158 1.93800 -1.14552 0.395
H 2.90133 1.63781 0.25222 0.391
H 1.30717 1.82535 0.38236 0.362
```

Output
- Highest occupied orbital energy: -14.286 eV
- M: 89.1 g/mol
- Net charge: +1
- ΔE to the lowest compared entry with this formula, charge and spin: 197.4 kJ/mol
- Gap between HOMO and LUMO: 11.63 eV
- E_tot: -300.344147 hartree
- Largest force on an atom: 8.0 eV/A

=====

ORCA calculation (wB97M-V/def2-TZVPD) on 2 unconnected molecules or ions with the total composition C2H9N4 at a distorted geometry.

Geometry as XYZ:
```
15
Properties=species:S:1:pos:R:3:nbo_charge:R:1
C 2.77989 -0.80330 0.62003 -0.509
C -1.24864 -0.19427 0.08734 0.599
N -0.13699 0.44374 -0.18114 -0.239
N -2.41016 0.41820 0.37016 -0.758
N -0.17950 1.81463 -0.39699 -0.415
N -1.35437 -1.49314 -0.17808 -0.708
H 3.32967 -1.68290 0.06412 0.186
H 3.29560 -0.39087 1.48848 0.176
H -3.13463 -0.24475 0.58886 0.411
H -2.55968 1.34228 0.73661 0.418
H 0.51371 2.20634 -0.94339 0.426
H -1.06301 2.29462 -0.07204 0.385
H -0.56508 -1.82832 -0.68666 0.447
H 1.90482 -0.37210 0.28200 0.148
H -2.17713 -2.00428 0.18309 0.434
```

Output
- Highest occupied orbital energy (spin up / spin down): -14.413 / -11.554 eV
- M: 89.1 g/mol
- Net charge: +1
- ΔE to the lowest compared entry with this formula, charge and spin: 494.4 kJ/mol
- Gap between HOMO and LUMO (spin up / spin down): 11.00 / 4.93 eV
- E_tot: -300.231028 hartree
- Largest force on an atom: 6.9 eV/A

=====

ORCA calculation (wB97M-V/def2-TZVPD) on 2 unconnected molecules or ions with the total composition C2H9N4O at a distorted geometry.

Geometry as XYZ:
```
16
Properties=species:S:1:pos:R:3:mulliken_spin:R:1
N -1.07792 -0.47959 -1.02960 0.108
C 0.13603 -0.85116 -1.72568 -0.067
N 0.69338 -2.07146 -1.29731 0.114
O 0.60399 -0.10554 -2.62471 0.857
H -1.67044 0.17753 -1.50292 -0.002
H -1.65059 -1.27021 -0.76451 -0.002
H 1.66696 -2.13164 -1.57356 -0.003
H 0.57278 -2.18929 -0.29918 -0.006
N -0.12339 0.35438 2.22177 0.001
C -0.25015 1.42169 1.43936 0.000
N 0.77287 1.88700 0.68779 0.000
H 0.40626 -0.45024 1.90801 0.000
H -0.94155 0.09204 2.73184 0.000
H -1.19140 1.99551 1.46819 0.000
H 0.48486 2.33810 -0.16010 0.000
H 1.56831 1.28288 0.52061 0.000
```

Output
- Highest occupied orbital energy (spin up / spin down): -20.131 / -20.129 eV
- M: 105.1 g/mol
- Net charge: +2
- ΔE to the lowest compared entry with this formula, charge and spin: 108.1 kJ/mol
- Gap between HOMO and LUMO (spin up / spin down): 11.70 / 6.58 eV
- E_tot: -375.154614 hartree
- 2S+1: 2
- Largest force on an atom: 3.9 eV/A

=====

ORCA calculation (wB97M-V/def2-TZVPD) on 2 unconnected molecules or ions with the total composition C2H9N5 at a distorted geometry.

Geometry as XYZ:
```
16
Properties=species:S:1:pos:R:3:nbo_charge:R:1
H 2.76148 -1.78859 1.97111 0.334
N 2.24205 -1.61020 1.14926 -0.722
C 2.67645 -0.50987 0.60951 0.275
N 2.20378 -0.07374 -0.60895 -0.810
H 3.43172 0.13652 1.05689 0.149
H 2.00781 0.91009 -0.67466 0.386
H 1.43920 -0.61361 -0.96514 0.388
N -1.40850 1.52370 -1.24747 -0.768
C -1.76168 0.60758 -0.40788 0.572
N -2.56977 -0.52674 -0.64150 -0.844
N -1.29867 0.66254 0.90106 -0.842
H -1.92674 1.36919 -2.14194 0.328
H -3.14990 -0.43202 -1.47939 0.383
H -3.12022 -0.83397 0.17199 0.390
H -0.90006 -0.22624 1.27473 0.392
H -0.62694 1.40537 1.03238 0.390
```

Output
- Highest occupied orbital energy: -9.336 eV
- M: 103.1 g/mol
- ΔE to the lowest compared entry with this formula, charge and spin: 19.1 kJ/mol
- Gap between HOMO and LUMO: 10.19 eV
- E_tot: -355.391573 hartree
- Largest force on an atom: 2.6 eV/A

=====

ORCA calculation (wB97M-V/def2-TZVPD) on a gas-phase ion, C2H9N5 (charge +2) at a distorted geometry.

Geometry as XYZ:
```
16
Properties=species:S:1:pos:R:3:nbo_charge:R:1
N -2.26881 -0.71384 -0.92597 -0.731
C -1.14278 -0.72233 -0.24520 0.686
N -0.55362 -1.83333 0.08141 -0.742
N -0.57813 0.59681 0.06169 -0.451
N 0.49829 0.70124 0.94663 -0.405
C 1.81773 0.96390 0.71984 0.427
N 2.32858 1.11693 -0.44445 -0.648
H -2.67148 0.24416 -1.12621 0.432
H -2.83110 -1.35625 -1.44908 0.477
H -0.84609 -2.71770 -0.23766 0.449
H 0.12593 -2.04271 0.86987 0.463
H -1.29531 1.31236 0.12678 0.430
H 0.12369 0.88327 1.86671 0.436
H 2.34437 1.05186 1.57153 0.248
H 3.32327 1.39103 -0.63276 0.490
H 1.62547 1.12461 -1.18311 0.440
```

Output
- Highest occupied orbital energy: -19.688 eV
- M: 103.1 g/mol
- Net charge: +2
- ΔE to the lowest compared entry with this formula, charge and spin: 56.9 kJ/mol
- Gap between HOMO and LUMO: 11.81 eV
- E_tot: -354.739726 hartree
- Largest force on an atom: 4.1 eV/A

=====

ORCA calculation (wB97M-V/def2-TZVPD) on 2 unconnected molecules or ions with the total composition C2H9N6O2P at a distorted geometry.

Geometry as XYZ:
```
20
Properties=species:S:1:pos:R:3:nbo_charge:R:1
C -0.04769 -1.78860 -0.30917 0.705
C 0.63536 1.28086 0.88024 0.598
N 0.72072 -1.22553 -1.22580 -1.024
N 0.44769 -2.90829 0.25553 -0.782
N -1.29009 -1.40394 -0.09279 -0.804
N 0.36709 2.47527 1.50774 -0.827
N 0.66466 0.14126 1.43537 -0.776
N 0.99940 1.40004 -0.44902 -0.963
O 1.13104 0.74738 -2.94132 -1.032
O -1.68846 0.83087 -1.41246 -1.108
P 0.64190 0.29964 -1.65128 2.358
H 0.01216 -3.29423 1.07451 0.390
H 1.43696 -3.05293 0.14350 0.413
H -1.57940 -0.48770 -0.56547 0.460
H -1.82330 -1.81287 0.65592 0.385
H -0.06332 2.42841 2.41728 0.395
H 0.09804 3.26829 0.94953 0.390
H 0.41339 0.16514 2.41927 0.341
H -2.05394 0.59973 -2.26429 0.457
H 0.97779 2.33719 -0.82728 0.422
```

Output
- Highest occupied orbital energy: -9.488 eV
- M: 180.1 g/mol
- ΔE to the lowest compared entry with this formula, charge and spin: 117.2 kJ/mol
- Gap between HOMO and LUMO: 10.00 eV
- E_tot: -902.053965 hartree
- Largest force on an atom: 2.7 eV/A

=====

ORCA calculation (wB97M-V/def2-TZVPD) on 2 unconnected molecules or ions with the total composition C2H9NO.

Geometry as XYZ:
```
13
Properties=species:S:1:pos:R:3:nbo_charge:R:1
C 0.68906 -0.47476 1.35042 -0.250
O -0.41312 -0.60069 0.49620 -0.545
C -1.37943 0.41053 0.67530 -0.244
H 1.04737 -1.47207 1.60243 0.187
H 0.42433 0.00550 2.30373 0.158
H 1.49271 0.11168 0.89535 0.181
H -2.21038 0.17207 0.01768 0.189
H -0.99475 1.39162 0.36585 0.158
H -1.70710 0.44251 1.71220 0.167
N 1.00273 0.38024 -2.17181 -1.068
H 0.45074 1.19414 -1.91482 0.353
H 1.49840 0.64423 -3.01564 0.351
H 0.38394 -0.38343 -2.40700 0.363
```

Output
- Highest occupied orbital energy: -9.677 eV
- M: 63.1 g/mol
- ΔE to the lowest compared entry with this formula, charge and spin: 74.5 kJ/mol
- Gap between HOMO and LUMO: 10.74 eV
- E_tot: -211.556714 hartree
- Largest force on an atom: 0.6 eV/A